(1)
The following is a quantum chemistry calculation of a molecular structure, C26H14Br2Cl5CrN2OS, from the OMol25 dataset.

## Properties
* spin multiplicity: 2
* energy relative to the best compared isomer or geometry (same formula, charge and spin): 27.7 kcal per mole
* gap between HOMO and LUMO (spin up / spin down): 7.02 / 7.33 eV
* HOMO energy (spin up / spin down): -8.0 / -8.1 eV
* largest force on an atom: 0.60 eV/A

Atoms and positions in Å:
Cr 0.0482 -0.3681 0.1139
Cl 3.0037 -0.2748 0.9505
C 2.6459 0.8822 -0.3051
C 1.3245 0.9840 -0.7501
C 1.0826 2.0256 -1.6535
Cl -0.5214 2.3863 -2.2170
C 2.1111 2.8290 -2.1559
Cl 1.7793 4.0586 -3.3172
C 3.4205 2.6395 -1.7284
Cl 4.6952 3.6025 -2.3665
C 3.6914 1.6682 -0.7764
Cl 5.2957 1.4388 -0.1956
C -3.2006 0.6404 -0.3317
C -2.5206 0.1441 -1.5747
C -3.1902 0.3145 -2.8092
C -2.6039 -0.0692 -3.9699
C -1.3687 -0.7454 -3.9281
C -0.7407 -1.2566 -5.0865
C 0.3913 -2.0055 -4.9676
C 0.9158 -2.3012 -3.6894
C 0.3414 -1.8006 -2.5500
S 0.9009 -2.2007 -0.9364
C -0.7949 -0.9646 -2.6652
N -1.3273 -0.4306 -1.5071
H -4.0486 1.2749 -0.5905
H -2.5192 1.2033 0.3005
H -3.5802 -0.2123 0.2404
H -4.1555 0.8056 -2.8067
H -3.0840 0.1153 -4.9265
H -1.1816 -1.0548 -6.0562
H 0.8776 -2.4017 -5.8529
H 1.7818 -2.9466 -3.5920
C 1.0313 -3.2840 2.1143
C 0.6461 -2.0897 2.9340
C 0.7746 -2.1487 4.3398
C 0.4151 -1.0921 5.1176
C -0.0938 0.0743 4.5126
C -0.5165 1.2393 5.1974
Br -0.4221 1.3256 7.0873
C -0.9875 2.3128 4.5125
C -1.0583 2.2790 3.1034
Br -1.6974 3.7867 2.1711
C -0.6545 1.1878 2.3838
O -0.6920 1.1210 1.0622
C -0.1759 0.0658 3.1103
N 0.1938 -1.0022 2.3367
H 1.2623 -4.1330 2.7574
H 1.9090 -3.0674 1.5006
H 0.2276 -3.5612 1.4344
H 1.1613 -3.0556 4.7898
H 0.5116 -1.1388 6.1945
H -1.3045 3.2004 5.0412

---

(2)
The following is a quantum chemistry calculation of a molecular structure, C26H16Cl5N8OZn, from the OMol25 dataset.

## Properties
* energy relative to the best compared isomer or geometry (same formula, charge and spin): 0.0 kcal per mole
* gap between HOMO and LUMO: 8.72 eV
* HOMO energy: -11.4 eV
* net charge: +1
* largest force on an atom: 0.26 eV/A

Atoms and positions in Å:
Zn -1.0361 2.3043 1.3432
Cl -3.8920 1.9639 2.7856
C -2.8454 3.1711 3.4707
C -1.6480 3.4156 2.8227
C -0.7971 4.3605 3.3738
Cl 0.7427 4.6160 2.5979
C -1.1220 5.0682 4.5260
Cl -0.0468 6.2396 5.1666
C -2.3409 4.8032 5.1551
Cl -2.7607 5.6458 6.5849
C -3.2123 3.8476 4.6285
Cl -4.7079 3.5154 5.3982
C 2.6983 2.1760 -2.6385
N 1.5242 2.5486 -1.8403
C 1.0788 1.9924 -0.7251
N -0.0919 2.5352 -0.4090
C -0.3102 3.4469 -1.4053
N 0.6456 3.4676 -2.2935
C 2.3696 1.0712 -3.6166
C 2.4730 1.2743 -4.9844
C 2.1366 0.2546 -5.8681
C 1.6658 -0.9569 -5.3965
C 1.5506 -1.1592 -4.0227
C 1.9206 -0.1528 -3.1411
C 0.9892 -2.4039 -3.5080
N 0.6364 -3.4599 -4.1533
N 0.0837 -4.3231 -3.2235
C 0.1458 -3.7241 -2.0860
O 0.7158 -2.4982 -2.1827
C -0.3640 -4.1676 -0.7924
C -1.1939 -5.2845 -0.7267
C -1.7303 -5.6617 0.4905
C -1.4578 -4.9261 1.6373
C -0.6144 -3.8253 1.5796
C -0.2842 -3.0671 2.8441
N -0.1703 -1.6209 2.6255
C -0.9654 -0.8126 1.9347
N -0.4640 0.4151 1.9638
C 0.6702 0.2865 2.7184
N 0.8823 -0.9370 3.1227
C -0.0613 -3.4535 0.3609
H 3.4789 1.8736 -1.9416
H 3.0159 3.0752 -3.1581
H 1.5970 1.2322 -0.1637
H -1.1791 4.0816 -1.4575
H 2.8164 2.2285 -5.3655
H 2.2263 0.4177 -6.9335
H 1.3739 -1.7491 -6.0729
H 1.8449 -0.3366 -2.0755
H -1.4165 -5.8289 -1.6346
H -2.3806 -6.5241 0.5480
H -1.8986 -5.2184 2.5833
H 0.6820 -3.3651 3.2459
H -1.0372 -3.2517 3.6084
H -1.8681 -1.1236 1.4348
H 1.3219 1.1097 2.9680
H 0.6108 -2.6057 0.2976

---

(3)
The following is a quantum chemistry calculation of a molecular structure, C26H17AuN5O3SSe at a distorted geometry, from the OMol25 dataset.

## Properties
* energy relative to the best compared isomer or geometry (same formula, charge and spin): 40.8 kcal per mole
* gap between HOMO and LUMO (spin up / spin down): 5.90 / 6.07 eV
* HOMO energy (spin up / spin down): -11.5 / -11.5 eV
* net charge: +1
* largest force on an atom: 2.14 eV/A

Atoms and positions in Å:
Au -0.2959 -1.1158 -0.7624
Se 5.6045 -1.0210 4.2878
N 5.4889 -1.1310 2.5451
C 4.2251 -1.2845 2.1977
C 3.7559 -1.3629 0.8441
C 4.6058 -1.3027 -0.2628
C 4.0652 -1.3584 -1.5286
C 2.6821 -1.4489 -1.6608
N 1.8842 -1.5173 -0.6161
C 2.3698 -1.4707 0.6265
C 1.4413 -1.5392 1.7325
N 0.1378 -1.6618 1.4548
C -0.7386 -1.7260 2.4360
C -0.3764 -1.6609 3.7795
C 0.9587 -1.5261 4.0967
C 1.9002 -1.4780 3.0633
C 3.3092 -1.3312 3.2968
N 3.8744 -1.2099 4.4832
H 5.6665 -1.2029 -0.0897
H 4.6892 -1.3054 -2.4041
H 2.2039 -1.4734 -2.6286
H -1.7694 -1.8379 2.1335
H -1.1334 -1.7063 4.5467
H 1.3078 -1.4558 5.1157
O -1.6901 1.4629 -2.7992
C -0.6973 1.7258 -2.1432
N 0.1662 0.8635 -1.6176
S 1.2950 1.5635 -0.6036
O 2.6205 1.3138 -1.0792
O 1.0143 1.0979 0.7312
C 0.7205 3.2308 -0.8859
C 1.1292 4.4401 -0.3741
C 0.4224 5.5760 -0.7569
C -0.6318 5.4887 -1.6543
C -1.0176 4.2674 -2.1902
C -0.3376 3.1364 -1.7749
H 1.9663 4.5006 0.3020
H 0.6909 6.5369 -0.3459
H -1.1622 6.3838 -1.9399
H -1.8233 4.1869 -2.9031
C -2.0191 -1.3973 -2.0750
C -3.2735 -1.5533 -1.4102
C -3.8175 -0.4656 -0.6842
C -5.1140 -0.5017 -0.2348
C -5.9008 -1.6291 -0.4680
C -5.3593 -2.7399 -1.1136
C -4.0606 -2.7162 -1.5652
H -1.9338 -0.4044 -2.5370
H -1.7577 -2.1976 -2.7575
H -3.1997 0.4104 -0.5449
H -5.5347 0.3543 0.2721
H -6.9373 -1.6326 -0.1680
H -5.9729 -3.6123 -1.2804
H -3.6435 -3.5641 -2.0878

---

> Number 1 is which compound?

C26H14Br2Cl5CrN2OS

---

> The highest largest force on an atom belongs to which entry?

C26H17AuN5O3SSe

---

> Among the records above, which one has the lowest largest force on an atom?

C26H16Cl5N8OZn